Record 1
ORCA calculation (ωB97M-V/def2-TZVPD) on the molecule C11H12O2 in a non-equilibrium geometry.

XYZ file:
```
25
Properties=species:S:1:pos:R:3
O -0.552 2.206 0.375
O -2.670 2.993 -0.063
C -1.861 2.104 0.019
C -0.979 -1.467 0.552
C 1.493 1.050 -0.218
C 0.209 0.986 0.688
C 2.395 -0.288 -0.013
C -3.247 -1.395 -0.394
C -2.095 0.561 -0.134
C -0.914 -0.078 0.162
C 3.824 -0.021 -0.438
C -3.292 -0.016 -0.489
C -2.150 -2.076 0.222
H 0.256 0.951 1.773
H -0.146 -2.022 1.153
H -2.339 -3.120 0.588
H 1.227 1.193 -1.219
H 4.356 0.746 0.149
H 4.445 -0.903 -0.150
H 2.277 1.825 0.150
H 4.018 -0.096 -1.527
H 1.849 -1.022 -0.789
H -4.078 0.576 -0.933
H 2.243 -0.660 1.074
H -4.271 -2.026 -0.539
```

For the LUMO energy, the calculation gives 0.020 Ha. The structure (SMILES) is CCC[C@H]1OC(=O)c2ccccc21. As for the molar mass: 176.2 g mol⁻¹. As for the HOMO energy: -0.356 Eh. The calculated total energy comes out at -15694.88190 eV. The frontier orbital gap is 10.209 eV.

***

Record 2
ORCA calculation (ωB97M-V/def2-TZVPD) on a structure of composition C3H5O2Tb in a non-equilibrium geometry.

XYZ file:
```
11
Properties=species:S:1:pos:R:3
Tb 0.450 2.493 -0.042
O 1.537 -1.127 -0.279
O -0.521 -0.997 -0.547
C -1.868 0.843 0.091
C 0.427 -1.847 -0.277
C -1.272 -0.412 0.539
H -2.114 0.887 -0.980
H -2.501 1.287 0.871
H -0.228 0.065 1.241
H 2.280 -1.675 -0.002
H -1.910 -1.205 0.949
```

As for the multiplicity: 8. For the LUMO energy (spin up / spin down), the calculation gives -0.161 / -0.209 Ha. As for the molar mass: 232.0 g mol⁻¹. As for the HOMO energy (spin up / spin down): -0.409 / -0.408 Eh. The calculated total energy comes out at -29707.25645 eV. The frontier orbital gap (spin up / spin down) is 6.759 / 5.410 eV. As for the net charge: +1.

***

Record 3
ORCA calculation (ωB97M-V/def2-TZVPD) on a structure of composition C4H11INOPd in a non-equilibrium geometry.

XYZ file:
```
19
Properties=species:S:1:pos:R:3
I -2.868 1.500 2.572
Pd -4.198 1.093 5.119
O 0.893 -1.652 -0.087
N -0.763 1.799 -0.436
C 0.185 0.561 -2.303
C 1.811 -2.270 0.797
C 0.538 -0.262 0.258
C -0.342 0.420 -0.805
H -0.518 1.136 -2.905
H 0.049 -0.209 1.231
H 1.861 -3.357 0.733
H 1.422 0.374 0.303
H -1.239 -0.192 -0.908
H 1.081 1.182 -2.316
H 2.802 -1.834 0.673
H -1.194 2.235 -1.239
H 1.557 -1.932 1.802
H -1.491 1.811 0.263
H 0.415 -0.404 -2.753
```

As for the multiplicity: 3. For the LUMO energy (spin up / spin down), the calculation gives -0.188 / -0.325 Ha. As for the molar mass: 322.5 g mol⁻¹. As for the HOMO energy (spin up / spin down): -0.462 / -0.442 Eh. The calculated total energy comes out at -19432.64819 eV. The frontier orbital gap (spin up / spin down) is 7.448 / 3.175 eV. As for the net charge: +1.

***

Record 4
ORCA calculation (ωB97M-V/def2-TZVPD) on a cluster of 2 separate species, C6H12NO in total in a non-equilibrium geometry.

XYZ file:
```
20
Properties=species:S:1:pos:R:3
O -0.764 0.026 -0.660
N 1.322 1.356 0.099
C -3.024 0.596 0.406
C 2.917 -0.672 0.121
C -3.164 -0.789 -0.251
C 1.616 -1.041 -0.635
C -1.930 -0.063 -0.275
C 1.562 -0.057 0.556
H 1.201 -2.046 -0.560
H -2.824 0.819 1.493
H -3.692 -0.749 -1.184
H 2.042 1.631 -0.536
H -3.233 -1.523 0.452
H 3.380 -1.391 0.747
H 1.549 -0.690 -1.610
H 1.333 2.014 0.891
H 3.609 0.040 -0.296
H -3.449 1.500 0.007
H 0.289 1.162 -0.430
H 1.261 -0.123 1.666
```

For the LUMO energy, the calculation gives -0.113 Ha. As for the molar mass: 114.2 g mol⁻¹. As for the HOMO energy: -0.504 Eh. The calculated total energy comes out at -9944.07668 eV. The frontier orbital gap is 10.629 eV. As for the net charge: +1.

***

The evaluated energy above the lowest of the compared OMol25 structures with the same formula, charge and spin for the records listed, in turn: 208.7, 21.9, 70.1, 292.2 kJ/mol.